# 1
Density functional theory data (ωB97M-V/def2-TZVPD) for 10 unconnected molecules or ions with the total composition C18H42Cl8F6N3O6 at a distorted geometry.

```
83
Properties=species:S:1:pos:R:3:forces:R:3
N -0.66044 -2.23564 -4.19423 0.9 -1.2 -0.3
H -0.24769 -2.26465 -3.27287 1.0 0.8 2.8
H 0.04118 -1.88678 -4.83149 -0.3 0.2 -0.4
H -1.48446 -1.67663 -4.02510 -1.0 0.4 -0.6
H -0.79904 -3.22811 -4.32032 -0.8 -0.3 -0.7
N 2.89725 -1.50198 -2.00590 1.2 0.1 0.1
H 2.74620 -0.62708 -1.52441 -1.1 2.3 1.2
H 2.00725 -1.95630 -1.85895 -2.1 -0.9 0.1
H 3.63674 -1.91856 -1.45842 0.5 -0.6 -0.6
H 3.07385 -1.24130 -2.96556 0.5 -0.7 -0.1
N 2.13295 2.66118 -2.61829 0.5 0.8 -1.5
H 1.50487 3.44624 -2.52197 0.0 0.4 0.0
H 1.98246 1.97603 -1.89164 -0.5 -2.5 2.8
H 3.11152 2.90321 -2.55572 0.3 0.6 0.1
H 2.00413 2.17848 -3.49608 -0.3 0.1 -0.4
O 0.15307 -2.02856 -1.58673 0.5 1.2 -0.5
C -0.16784 -1.03710 -0.62846 2.1 0.4 0.7
C 0.52563 0.43775 -0.61546 -0.5 0.2 -0.8
O 1.92645 0.70694 -0.74812 -0.9 -0.5 -1.1
H 0.15670 -1.34640 0.36506 0.0 -0.8 0.4
H -1.23413 -0.86339 -0.48367 -0.4 0.2 -0.4
H 0.11203 1.02714 0.20286 0.3 -0.8 1.5
H -0.10985 1.02947 -1.27435 0.1 0.3 -2.0
C -1.75456 1.37644 -5.74810 -0.6 0.3 0.3
C -1.49317 1.63777 -4.26246 1.3 -0.1 -1.2
O -2.55869 1.47040 -3.35831 -1.7 -0.9 1.4
C -3.10599 0.26823 -3.06994 2.2 -1.6 -1.6
O -2.92892 -0.77058 -3.71357 -0.3 2.2 1.3
C -3.95110 0.25166 -1.77526 0.6 0.1 2.3
F -5.10476 0.74616 -2.06992 -2.0 0.1 -0.8
F -4.08859 -0.96296 -1.16785 0.4 1.2 -1.5
F -3.46040 1.07492 -0.81249 0.6 -0.4 -0.7
H -2.37542 2.17243 -6.15924 -0.1 0.0 0.0
H -2.27623 0.43838 -5.93780 0.3 0.0 0.0
H -0.80624 1.43021 -6.28279 0.0 -0.2 0.0
H -1.14168 2.66613 -4.17864 -0.6 0.2 0.3
H -0.62006 1.09082 -3.90660 -0.1 -0.7 0.2
C -1.89409 2.55106 1.41342 -0.2 0.1 1.3
C -1.03808 3.62366 2.05505 -0.1 1.2 -0.1
O -1.19698 3.81307 3.50021 0.1 -0.2 1.0
C -2.07939 4.65997 4.04379 -3.6 0.8 -2.3
O -2.95790 5.27218 3.39574 3.1 -1.5 2.0
C -2.21082 4.65484 5.65574 -0.6 -1.6 -1.3
F -2.39431 5.83173 6.15032 0.3 1.7 0.1
F -3.33902 3.96287 6.00496 0.9 -0.1 -0.7
F -1.16272 4.07811 6.21809 0.3 -0.2 0.1
H -1.68817 1.58056 1.86489 0.1 -0.1 -0.2
H -1.69619 2.52544 0.34184 -0.1 0.0 0.1
H -2.93460 2.78571 1.63783 -0.1 -0.1 -0.4
H -1.25742 4.58284 1.58603 0.0 0.1 0.0
H 0.02681 3.43376 1.92067 -0.1 -0.1 0.3
Cl -3.83949 -5.00749 2.79090 -0.5 -0.1 0.5
C -2.98439 -3.65837 2.02540 0.1 -0.3 1.3
C -2.41433 -4.15114 0.76050 0.3 0.4 -0.8
Cl -3.77239 -4.41085 -0.34848 -0.1 0.1 -0.9
H -2.21422 -3.35731 2.73552 0.1 0.1 -0.1
H -3.65549 -2.81685 1.85348 -0.1 -0.2 0.0
H -1.91044 -5.11750 0.77917 0.2 0.3 0.5
H -1.76831 -3.34305 0.41740 0.1 -0.2 -0.7
Cl 2.60827 -6.14620 1.87156 0.0 0.7 -0.1
C 2.07690 -4.77392 0.83339 0.8 0.1 0.5
C 1.51323 -5.28712 -0.43239 -1.5 -0.5 -0.3
Cl 2.69886 -6.17399 -1.44005 -0.2 0.5 0.0
H 2.90717 -4.11801 0.57163 0.5 -0.3 0.4
H 1.39406 -4.13830 1.39713 -0.3 -0.4 0.0
H 1.01917 -4.46367 -0.94808 0.5 0.2 -0.5
H 0.69480 -5.98030 -0.23800 0.2 -0.2 0.1
Cl 0.69019 -2.41802 4.01012 -1.2 -1.2 0.5
C 1.51706 -1.29486 3.00723 1.0 1.1 -0.5
C 2.64249 -0.70373 3.82762 0.8 -0.2 0.9
Cl 3.73097 -1.95220 4.57835 -0.3 0.2 -0.3
H 0.84015 -0.46774 2.79330 -0.1 -0.1 -0.3
H 1.83335 -1.76988 2.07857 0.0 0.0 0.1
H 2.17941 -0.17562 4.66114 0.2 0.1 0.0
H 3.38022 -0.05717 3.35240 -0.6 0.1 -0.4
Cl 2.73335 2.85544 3.63622 0.1 0.4 0.9
C 2.91895 2.59126 1.90768 0.7 0.7 -0.1
C 4.33858 2.96413 1.39084 -1.0 -0.6 0.4
Cl 4.68791 4.73876 1.53204 -0.2 -1.0 -0.1
H 2.20213 3.26867 1.44356 -0.1 -0.5 -0.3
H 2.66976 1.53241 1.83800 0.2 0.2 -1.0
H 4.38161 2.65618 0.34613 0.1 0.3 -0.1
H 5.08033 2.37667 1.93196 0.1 0.4 0.1
```
Positions in Å, forces in eV/Å.

## Properties
- E_HOMO: -11.0 eV
- Charge: +1
- Relative energy (zero: lowest compared OMol25 entry of this formula, charge and spin): 3.9177 eV
- LUMO: -0.152 Eh
- HOMO-LUMO gap: 6.8515 eV

# 2
Density functional theory data (ωB97M-V/def2-TZVPD) for a molecular structure, C18H42ClN4ORuSi2.

```
69
Properties=species:S:1:pos:R:3:forces:R:3
Ru 0.86522 0.25061 -0.20628 -0.4 -0.3 0.2
Cl 2.57186 0.40768 -1.61609 0.1 0.0 0.0
C -0.85808 -1.36890 -2.78956 0.0 0.0 0.0
Si -0.27764 -1.76365 -1.05553 0.0 0.0 0.0
C -1.76229 -2.12574 0.09385 -0.1 0.0 0.0
C -2.59711 -3.21952 -0.60783 0.0 0.0 0.0
C -2.69091 -0.91824 0.26428 0.0 0.0 0.0
C -1.36048 -2.59852 1.49520 0.0 0.0 0.0
C 1.11280 -3.06563 -1.03494 0.0 -0.1 -0.1
C 0.49308 -4.47557 -1.01402 0.1 0.0 0.0
C 1.97751 -2.99240 -2.30267 0.0 0.1 0.0
C 2.00728 -2.88595 0.19921 0.0 0.0 0.0
H -1.09254 -2.30122 -3.31111 0.0 0.0 0.0
H -0.08715 -0.86540 -3.37465 0.0 0.0 0.0
H -1.76540 -0.76111 -2.78672 0.0 0.0 0.0
H -2.91012 -2.92401 -1.61096 0.0 0.0 0.0
H -3.50793 -3.38267 -0.02480 0.0 0.0 0.0
H -2.08450 -4.17617 -0.67968 0.0 0.0 0.0
H -3.07205 -0.55128 -0.69252 0.0 0.1 0.0
H -2.21533 -0.10237 0.80995 0.0 -0.1 0.0
H -3.56212 -1.22743 0.84828 0.0 0.0 0.0
H -0.78920 -3.52437 1.48654 0.0 0.0 0.0
H -2.26588 -2.78695 2.07943 0.0 0.0 0.0
H -0.77984 -1.84086 2.02434 0.0 0.0 0.0
H -0.14924 -4.65758 -1.87833 0.0 0.0 0.0
H -0.07583 -4.68469 -0.11195 0.0 0.0 0.1
H 1.30346 -5.20859 -1.05951 0.0 0.0 0.0
H 1.38348 -3.01849 -3.21810 0.0 0.0 0.0
H 2.63439 -3.86598 -2.32285 0.0 0.0 0.0
H 2.60923 -2.10856 -2.33256 0.0 0.1 0.0
H 1.46710 -3.01912 1.13816 0.0 0.0 0.0
H 2.48720 -1.89891 0.22130 0.0 0.0 0.0
H 2.82275 -3.61464 0.17585 0.0 0.0 0.0
C -1.33185 2.21038 -0.12532 0.1 0.0 0.0
N -1.86233 3.51326 -0.41361 0.0 0.0 0.0
C -2.04541 3.64416 -1.86047 0.0 0.0 0.0
N -0.77153 3.49062 -2.56202 0.0 0.0 0.0
C -0.22408 2.19021 -2.30224 0.1 -0.2 0.1
N 0.01053 1.98657 -0.80564 0.0 0.3 0.0
C 0.93294 3.11423 -0.34465 0.0 -0.1 0.0
N 0.37203 4.40352 -0.64025 0.0 -0.1 0.0
C -0.91804 4.53632 0.04014 0.0 0.1 0.0
C 0.16151 4.51495 -2.08630 0.0 0.1 0.0
H -2.00461 1.43681 -0.49050 0.0 0.1 0.0
H -1.17314 2.08758 0.94679 0.0 0.0 0.0
H -2.46031 4.62704 -2.08046 0.0 0.0 0.0
H -2.74634 2.88358 -2.20779 0.0 0.0 0.0
H 0.73591 2.06685 -2.79992 0.0 0.0 0.0
H -0.91279 1.40821 -2.62159 0.0 0.0 0.0
H 1.88544 2.97574 -0.85580 0.0 0.0 0.0
H 1.06869 2.99444 0.73156 0.0 0.0 0.0
H -1.33379 5.52088 -0.17062 0.0 0.0 0.0
H -0.77171 4.44227 1.11729 0.0 0.0 0.0
H 1.11609 4.40318 -2.60145 0.0 0.0 0.0
H -0.24592 5.49979 -2.31152 0.0 0.0 0.0
C 2.28874 -1.11788 3.52959 0.1 0.1 0.1
Si 1.42577 0.45281 3.05008 -0.3 -0.1 -0.2
C 0.10221 0.92620 4.25948 0.0 0.0 0.1
C 2.63658 1.82970 2.71627 0.1 0.0 0.0
O 0.57691 0.14402 1.59444 0.4 0.1 -0.1
H 2.68975 -1.00148 4.54011 0.0 0.0 0.0
H 3.12792 -1.34326 2.86867 0.0 0.0 0.0
H 1.62050 -1.97988 3.54070 -0.1 0.0 0.0
H 0.54006 1.06865 5.25036 0.0 0.0 0.0
H -0.65401 0.14363 4.34494 0.0 0.0 0.0
H -0.39866 1.85541 3.98266 0.0 0.0 0.0
H 3.43287 1.81334 3.46352 0.0 0.0 0.0
H 2.17480 2.81785 2.75524 0.0 0.0 0.0
H 3.12353 1.71652 1.74253 0.0 0.0 0.0
```
Positions in Å, forces in eV/Å.

## Properties
- E_HOMO (spin up / spin down): -12.0 / -12.0 eV
- Charge: +1
- Relative energy (zero: lowest compared OMol25 entry of this formula, charge and spin): 0.0000 eV
- LUMO (spin up / spin down): -0.170 / -0.170 Eh
- HOMO-LUMO gap (spin up / spin down): 7.4014 / 7.3657 eV

# 3
Density functional theory data (ωB97M-V/def2-TZVPD) for 6 unconnected molecules or ions with the total composition C18H42ClO18P2S3 at a distorted geometry.

```
84
Properties=species:S:1:pos:R:3:forces:R:3
Cl 1.13176 -0.23105 0.56320 -2.7 -0.4 0.3
O -0.14033 -0.95843 0.44485 0.3 0.5 -0.5
O 1.91348 -1.03974 1.47134 0.9 0.9 -0.5
O 1.70602 -0.03530 -0.74542 0.7 -0.6 0.1
O 0.82598 1.09399 1.07498 0.6 -0.2 0.5
C -1.98091 3.27730 0.47673 0.1 1.5 0.7
C -2.58246 4.66474 0.11374 -1.2 1.0 0.0
C -3.40400 4.53142 -1.16269 0.3 -0.6 -0.1
S -2.46644 3.37503 -2.16418 -1.1 -0.4 0.1
O -1.37375 4.03789 -2.81624 0.6 0.3 0.1
O -3.39990 2.63198 -2.98255 0.3 -0.1 0.1
C -1.93464 2.39016 -0.74271 -0.2 -0.6 -0.5
H -2.60466 2.85023 1.25893 0.0 -0.2 -0.1
H -1.02966 3.51742 0.95004 0.2 -0.7 -0.2
H -1.90032 5.51514 0.04319 0.5 -0.5 -0.2
H -3.29734 5.02111 0.86680 0.2 -0.3 0.2
H -3.59792 5.41534 -1.76120 0.1 0.2 0.1
H -4.34177 4.02087 -0.93974 0.0 0.0 -0.2
H -1.00375 1.86695 -0.94886 0.2 0.3 0.0
H -2.68656 1.60311 -0.68311 -0.1 0.1 0.0
C 5.02352 -0.19816 0.14585 -0.8 0.6 1.0
C 6.30889 -0.85211 0.70461 -0.8 -0.1 -0.5
C 7.04884 0.28377 1.34956 0.1 1.3 0.1
S 6.95768 1.61412 0.12431 0.2 -0.1 0.0
O 8.04904 1.38662 -0.78981 0.0 -0.1 -0.4
O 6.85107 2.91220 0.74227 0.0 -0.2 0.3
C 5.34940 1.12519 -0.53210 0.4 0.4 0.1
H 4.41605 0.09653 1.01570 0.2 -0.3 0.0
H 4.30249 -0.79729 -0.40550 0.5 -0.3 -0.3
H 6.89798 -1.28758 -0.10393 0.1 -0.2 0.1
H 5.99023 -1.60005 1.42864 0.3 -0.2 -0.1
H 8.11073 0.19662 1.56427 0.0 -0.3 0.0
H 6.53335 0.70239 2.21826 0.0 -0.3 0.1
H 5.34239 1.14436 -1.61646 0.2 -0.1 -0.1
H 4.76838 1.96486 -0.16131 -0.4 -0.2 -0.2
C 1.57117 4.58148 -0.76749 -0.9 0.3 1.7
C 1.75366 3.16245 -1.27150 1.0 -0.2 -0.9
C 2.67465 3.27834 -2.47869 -0.8 0.0 -1.3
S 3.86937 4.52729 -2.04589 -0.1 -0.3 -0.1
O 3.90980 5.53407 -3.06363 -0.1 0.7 -0.5
O 5.11303 3.91669 -1.65901 0.1 -0.1 0.2
C 2.96035 5.14091 -0.60350 1.3 -0.7 -0.1
H 1.13140 4.48621 0.23567 0.0 0.2 -0.1
H 0.88685 5.24219 -1.29815 0.1 -0.3 -0.6
H 0.84342 2.67020 -1.57809 -0.2 -0.1 0.3
H 2.31719 2.56569 -0.55508 -0.6 -0.1 0.4
H 2.07854 3.61709 -3.33594 0.2 0.6 0.2
H 3.13335 2.38381 -2.89807 0.4 -0.2 0.7
H 3.19318 6.19591 -0.51885 -0.5 0.2 -0.1
H 3.44755 4.61895 0.22604 0.0 0.1 0.0
C -1.03044 -3.27979 3.68847 0.0 -0.3 -0.1
O -2.25276 -3.93028 4.07004 0.1 -0.4 -0.3
P -3.69561 -3.37026 3.77064 1.3 -0.1 0.7
O -3.94297 -2.06013 4.36113 -0.6 0.6 -0.2
O -3.89915 -3.51948 2.22305 0.0 0.6 -0.8
C -4.25086 -2.39961 1.39665 -1.3 -0.1 -0.2
O -4.51050 -4.58182 4.33033 -0.5 -0.6 0.8
C -5.82624 -4.41322 4.87764 -0.2 0.3 -1.3
H -1.15854 -2.50518 2.93384 -0.2 0.2 0.2
H -0.37261 -4.03360 3.25354 -0.1 0.0 0.1
H -0.57337 -2.89734 4.59591 0.0 0.3 -0.1
H -5.28734 -2.07010 1.59125 0.3 -0.2 0.3
H -4.27739 -2.76971 0.37418 0.5 0.1 0.0
H -3.62256 -1.53507 1.55073 0.5 0.0 -0.1
H -6.28047 -3.50160 4.47552 0.1 0.1 0.3
H -5.82989 -4.37923 5.95910 0.2 -0.1 0.1
H -6.41578 -5.22929 4.46212 0.0 -0.2 0.4
C -1.99188 -1.86638 -2.50626 1.1 1.6 -0.2
O -2.74692 -3.04363 -2.41491 -0.9 0.4 -0.4
P -1.98217 -4.37908 -2.13896 0.0 -0.7 0.7
O -0.81022 -4.63796 -2.94874 1.0 0.1 -0.7
O -1.77993 -4.40266 -0.59696 0.2 -0.3 0.5
C -0.56461 -4.00265 0.04058 0.8 -0.4 0.2
O -3.13164 -5.43601 -2.25899 -0.4 -0.1 0.6
C -3.96886 -5.39964 -3.38266 0.4 -0.2 -1.3
H -0.95819 -2.06207 -2.80414 -0.1 -0.2 0.0
H -1.94795 -1.30678 -1.56919 -0.1 -0.3 0.2
H -2.39182 -1.17946 -3.25379 -0.4 -0.3 -0.1
H -0.85045 -3.22634 0.73678 0.4 0.1 0.1
H 0.23641 -3.67696 -0.63001 -0.6 0.4 -0.3
H -0.08471 -4.86345 0.51806 -0.6 0.0 0.3
H -4.81387 -6.03937 -3.17446 -0.3 0.1 0.0
H -3.42243 -5.78244 -4.25631 -0.1 -0.2 0.1
H -4.23068 -4.38030 -3.66346 -0.4 0.0 0.3
```
Positions in Å, forces in eV/Å.

## Properties
- E_HOMO: -7.3 eV
- Charge: -1
- LUMO: 0.078 Eh
- HOMO-LUMO gap: 9.4266 eV